No. 1
The following is a quantum chemistry calculation of a molecular structure, C26H28BrCrN6O4S2Si in a non-equilibrium geometry, from the OMol25 dataset.

Geometry as ORCA input:
```
! wB97M-V def2-TZVPD RIJCOSX def2/J DEFGRID3
* xyz 0 2
Cr 1.0587 0.8130 0.4877
C 2.5082 -1.0734 2.9268
O 2.0175 -0.9388 1.6108
C 2.0361 -2.0316 0.7822
C 2.3083 -3.3274 1.1541
C 2.2512 -4.3236 0.1668
Br 2.5979 -6.1183 0.7004
C 1.9361 -4.0576 -1.1356
C 1.6546 -2.7319 -1.5427
C 1.7370 -1.6863 -0.5654
O 1.5205 -0.4518 -0.8575
C 1.2168 -2.4030 -2.8428
N 0.9410 -1.1462 -3.2689
C 0.4399 -1.1862 -4.5428
C -0.0051 -0.1833 -5.3883
C -0.4556 -0.5723 -6.6398
C -0.4686 -1.9101 -7.0254
C -0.0302 -2.9202 -6.1813
C 0.4274 -2.5402 -4.9324
N 0.9174 -3.2597 -3.8635
H 3.5243 -1.4789 2.9202
H 1.8539 -1.7147 3.5255
H 2.5093 -0.0676 3.3442
H 2.5484 -3.6037 2.1677
H 1.9118 -4.8608 -1.8554
H 1.0578 -0.3454 -2.6514
H 0.0007 0.8491 -5.0764
H -0.8074 0.1811 -7.3293
H -0.8293 -2.1702 -8.0083
H -0.0508 -3.9549 -6.4834
H 1.0276 -4.2579 -3.8285
S 0.5304 2.3831 -1.2101
C 2.1963 2.8361 -1.1163
S 3.0181 2.0672 0.1873
C 2.7900 3.7319 -1.9785
C 4.1272 4.1351 -1.8372
N 5.2153 4.4899 -1.7386
C 2.0899 4.2788 -3.0646
N 1.5300 4.7151 -3.9679
C -0.0674 4.5152 2.7871
Si 0.3392 2.7039 3.2609
C -1.1080 1.9710 4.2935
C 1.9723 2.5675 4.2627
O 0.5163 1.7968 1.9731
H -0.3994 5.0840 3.6496
H -0.8542 4.5553 2.0387
H 0.7996 5.0198 2.3709
H -1.1622 2.4370 5.2700
H -0.9798 0.9021 4.4406
H -2.0635 2.1306 3.8025
H 2.0759 3.3666 4.9882
H 2.8251 2.6183 3.5899
H 2.0300 1.6269 4.8063
N -0.7344 -0.1016 0.5492
C -1.8437 -0.2479 0.8515
N -3.0727 -0.4802 1.1654
C -4.1912 0.2454 0.5872
C -5.1323 0.6684 1.7219
O -5.5246 -0.4431 2.4957
C -4.4140 -1.0719 3.0905
C -3.4457 -1.5917 2.0230
H -4.7271 -0.4223 -0.1000
H -3.8193 1.1132 0.0418
H -6.0470 1.0987 1.3101
H -4.6299 1.4144 2.3557
H -4.8074 -1.8992 3.6834
H -3.8871 -0.3673 3.7503
H -3.9471 -2.3568 1.4164
H -2.5533 -2.0178 2.4822
*
```

Results
HOMO-LUMO gap (spin up / spin down) ... 0.214 / 0.217 Eh
Energy above the lowest of the compared OMol25 structures with the same formula, charge and spin ... 7.97 kcal/mol
Total energy ... -172560.879 eV
HOMO level (spin up / spin down) ... -7.0 / -7.1 eV
⟨S²⟩ ... 0.770

Here are the natural (NBO) charges for atoms 1 to 5, given in e: 0.807 -0.243 -0.508 0.233 -0.265

No. 2
The following is a quantum chemistry calculation of 8 unconnected molecules or ions with the total composition C38H91N5O8 in a non-equilibrium geometry, from the OMol25 dataset.

Geometry as ORCA input:
```
! wB97M-V def2-TZVPD RIJCOSX def2/J DEFGRID3
* xyz 0 1
C 5.3017 19.4027 -8.8503
C 4.6655 20.0882 -10.0627
C 4.9770 21.5950 -10.0048
C 5.3118 19.4789 -11.3181
C 4.5043 19.5544 -12.6276
C 3.0742 19.0769 -12.3356
C 2.3883 19.8923 -11.2558
C 2.0536 21.3026 -11.7358
C 1.1506 19.0551 -10.8789
N 3.1998 19.9120 -10.0197
O 2.5908 20.6279 -8.9650
H 5.1273 18.3244 -8.8596
H 6.3133 19.6614 -8.5406
H 4.7440 19.7371 -7.9611
H 4.4251 22.1085 -10.7934
H 4.6987 22.0517 -9.0563
H 6.0254 21.8478 -10.1833
H 6.1787 20.1115 -11.5504
H 5.7937 18.5003 -11.2920
H 4.4133 20.5281 -13.1181
H 5.0900 18.9850 -13.3537
H 3.1368 18.0023 -12.1369
H 2.4478 19.1293 -13.2305
H 2.1332 22.0746 -10.9629
H 1.0436 21.5044 -12.1082
H 2.6973 21.7384 -12.5066
H 0.7315 18.7093 -11.8277
H 0.3944 19.7539 -10.5061
H 1.2786 18.2573 -10.1562
H 2.5604 19.9361 -8.2910
C -1.7220 16.3352 -11.1370
C -2.3234 16.2893 -9.7587
C -1.9607 17.4979 -8.8758
C -3.8463 16.1887 -9.9335
C -4.6548 15.6667 -8.7280
C -4.0855 14.3733 -8.1359
C -2.5607 14.3715 -8.0313
C -2.0555 15.0112 -6.6971
C -2.1290 12.9177 -8.0039
N -1.8751 15.0247 -9.1611
O -0.4484 15.0515 -9.0881
H -2.3402 16.7677 -11.9323
H -0.8418 16.9808 -11.1601
H -1.4169 15.3964 -11.6003
H -2.5248 17.3572 -7.9519
H -0.9138 17.7004 -8.6660
H -2.4107 18.3708 -9.3591
H -4.3326 17.1292 -10.1969
H -4.0631 15.4387 -10.7006
H -4.6731 16.4507 -7.9613
H -5.6886 15.6026 -9.0717
H -4.4080 13.5123 -8.7191
H -4.5024 14.3315 -7.1292
H -1.2669 15.7579 -6.7401
H -1.7801 14.2749 -5.9369
H -2.9046 15.5030 -6.2023
H -1.0446 12.8011 -8.0478
H -2.5349 12.3951 -8.8738
H -2.4998 12.4425 -7.0956
H -0.2726 14.3351 -9.7103
C -0.7256 17.6003 -14.5277
C -0.8424 17.9860 -15.9926
C 0.5701 18.3796 -16.4944
C -1.2473 16.7996 -16.8860
C -2.6118 16.2759 -16.5332
C -3.6354 17.4409 -16.5512
C -3.2053 18.8413 -16.0171
C -3.9354 19.9031 -16.8248
C -3.6147 18.9119 -14.5485
N -1.7554 19.0803 -16.2965
O -1.3226 20.2590 -15.6724
H -0.8147 18.4396 -13.8392
H -1.1437 16.6288 -14.2618
H 0.3215 17.3202 -14.3285
H 1.3456 17.7114 -16.1089
H 0.6274 18.5347 -17.5680
H 0.9039 19.2629 -15.9340
H -1.2775 17.0830 -17.9426
H -0.4860 16.0173 -16.8137
H -3.0167 15.5396 -17.2271
H -2.5524 15.8404 -15.5326
H -4.5216 17.0236 -16.0671
H -3.9583 17.5721 -17.5895
H -5.0160 19.8309 -16.6684
H -3.7049 19.8673 -17.8869
H -3.7269 20.9038 -16.4328
H -3.1048 18.2194 -13.8769
H -4.6796 18.7361 -14.3919
H -3.3658 19.8817 -14.1044
H -1.6415 21.0214 -16.1631
C 1.8592 18.5286 -5.9235
O 1.9012 17.4660 -6.8392
C 2.9236 16.5049 -6.6484
C 2.8875 15.4041 -7.7036
C 4.1956 14.6139 -7.7804
N 2.6911 16.1323 -8.9829
H 1.4895 18.1512 -4.9658
H 1.1553 19.2460 -6.3484
H 2.8060 19.0740 -5.8296
H 3.8907 17.0128 -6.7649
H 2.7796 16.1044 -5.6344
H 2.0226 14.7411 -7.6503
H 4.1132 13.7534 -8.4401
H 4.5149 14.2770 -6.7919
H 4.9812 15.2803 -8.1452
H 1.8328 16.6482 -8.7959
H 3.3854 16.8656 -9.1275
C 2.8387 7.8784 -15.3985
O 3.4168 8.8443 -14.5285
C 2.4325 9.7446 -14.0442
C 3.1214 10.9584 -13.4556
C 4.0592 10.4924 -12.3494
N 2.1753 11.9186 -12.9048
H 3.6159 7.1513 -15.6170
H 2.5815 8.3792 -16.3337
H 1.9692 7.4013 -14.9478
H 1.8080 10.0586 -14.8899
H 1.8663 9.2042 -13.2728
H 3.6935 11.5033 -14.2109
H 4.6320 11.2953 -11.8790
H 4.8675 9.8247 -12.6743
H 3.5361 9.9104 -11.5850
H 2.5770 12.8303 -12.7420
H 1.8017 11.5872 -12.0244
C 4.6741 16.2316 -15.9716
O 4.1900 16.3333 -14.6361
H 5.2494 17.0951 -16.3198
H 5.1185 15.2797 -16.2590
H 3.7794 16.3588 -16.5919
H 5.0072 16.4083 -14.1276
C 5.5674 14.4897 -11.8027
O 6.8941 14.3279 -12.3323
H 5.0013 13.6418 -12.1676
H 5.6572 14.6372 -10.7254
H 5.1914 15.4144 -12.2549
H 7.5101 14.9479 -11.9396
C 1.7249 15.2102 -11.9642
O 2.5799 14.4939 -11.0957
H 1.2682 16.0968 -11.5173
H 2.2169 15.5555 -12.8783
H 0.9033 14.5611 -12.2728
H 2.8484 15.0246 -10.2986
*
```

Results
HOMO-LUMO gap ... 0.315 Eh
Energy above the lowest of the compared OMol25 structures with the same formula, charge and spin ... 0.00 kcal/mol
Total energy ... -64704.869 eV
SMILES ... CC1(C)CCCC(C)(C)N1O.CC1(C)CCCC(C)(C)N1O.CC1(C)CCCC(C)(C)N1O.COC[C@H](C)N.COC[C@H](C)N.CO.CO.CO
HOMO level ... -8.1 eV

Here are the Mulliken charges for atoms 1 to 5, given in e: -1.850 1.637 -1.847 -1.358 -0.909

No. 3
The following is a quantum chemistry calculation of 9 unconnected molecules or ions with the total composition C18H34N8O13S in a non-equilibrium geometry, from the OMol25 dataset.

Geometry as ORCA input:
```
! wB97M-V def2-TZVPD RIJCOSX def2/J DEFGRID3
* xyz 0 1
N -1.9890 -0.3453 2.5587
C -2.3782 -1.5950 2.3206
C -3.6825 -2.0001 2.7297
C -4.5157 -1.1042 3.3783
C -4.0409 0.1587 3.6203
C -2.7684 0.5076 3.1854
H -1.6371 -2.2243 1.7837
H -4.0309 -3.0056 2.4373
H -5.5236 -1.3840 3.6284
H -4.7495 0.8351 4.0908
H -2.3989 1.5039 3.3141
N -4.5221 1.8723 -0.4319
C -5.0147 0.7218 0.0049
C -4.8282 -0.5029 -0.5794
C -3.9657 -0.5703 -1.6491
C -3.4154 0.6330 -2.1031
C -3.6843 1.7874 -1.4224
H -5.6545 0.7752 0.8623
H -5.4051 -1.3318 -0.1976
H -3.9099 -1.5139 -2.1692
H -2.8552 0.6213 -3.0429
H -3.2446 2.6801 -1.8333
C 5.1914 -0.7987 -0.6342
S 4.9821 0.6659 -1.6650
O 4.7456 1.7799 -0.7361
C 6.7048 0.7010 -2.2164
H 4.1828 -1.0287 -0.1930
H 5.9570 -0.5823 0.1507
H 5.4623 -1.6172 -1.3029
H 6.8461 1.6526 -2.6906
H 6.9125 -0.1404 -2.8913
H 7.3381 0.5814 -1.3277
C -1.3886 -3.6967 -1.9453
N -2.4540 -4.0030 -0.9282
O -3.5960 -3.9140 -1.3589
O -2.1132 -4.3459 0.1647
H -1.8403 -2.9993 -2.6467
H -1.1918 -4.6557 -2.3947
H -0.4582 -3.2600 -1.4956
C 0.3971 -1.6604 4.5110
N 0.6268 -0.8341 5.7081
O 1.8175 -0.5844 5.8521
O -0.2983 -0.4811 6.3570
H 1.3192 -2.2359 4.3140
H 0.1755 -0.9479 3.7118
H -0.4806 -2.3092 4.5887
C 0.8305 4.2418 -2.3421
N 1.0457 2.9483 -2.9902
O 0.1505 2.0990 -2.7779
O 1.9464 2.7907 -3.7839
H 0.1339 4.7896 -2.9535
H 1.7953 4.6790 -2.2831
H 0.4799 4.1109 -1.3101
C 3.2317 2.2708 1.9446
N 2.2144 2.9729 1.1776
O 2.2652 2.9511 -0.0331
O 1.3431 3.5650 1.8194
H 3.0326 1.2211 1.9393
H 3.2205 2.5420 2.9865
H 4.2026 2.4570 1.4515
C 1.8285 -0.4732 -4.0140
N 0.9379 -1.1275 -3.0595
O -0.2718 -1.0463 -3.2770
O 1.4553 -1.6610 -2.0717
H 1.2586 0.0822 -4.7703
H 2.3654 -1.2682 -4.5337
H 2.5323 0.2173 -3.5541
C -0.4436 0.4330 -0.2482
N 0.3305 -0.5659 0.5858
O 0.1354 -1.7491 0.4444
O 1.1451 -0.1034 1.3724
H -0.0098 1.4090 -0.0280
H -1.4070 0.2585 0.1824
H -0.3727 0.1504 -1.2905
*
```

Results
HOMO-LUMO gap ... 0.331 Eh
Total energy ... -68572.817 eV
HOMO level ... -9.3 eV

Here are the Mulliken charges for atoms 1 to 5, given in e: 0.025 -0.092 -0.904 -0.179 -0.687